No. 1
This record from the OMol25 dataset describes a molecular structure, C25H51B3IN3O6. The level of theory is ωB97M-V with the def2-TZVPD basis set.

Structure (ORCA input):
```
! wB97M-V def2-TZVPD RIJCOSX def2/J DEFGRID3
* xyz 0 3
I -1.336 -0.738 -6.901
O -0.435 1.197 -4.423
O -0.447 0.600 -2.145
O -0.275 -2.933 -5.306
O -1.296 3.113 2.190
O 2.940 -2.542 1.802
O 0.676 2.554 -2.839
N 6.677 -1.580 -4.445
N -2.521 3.281 2.557
N 1.767 -2.878 2.217
C -0.298 -1.872 0.425
C 5.528 -0.800 -3.945
C 1.894 -0.710 3.394
C 0.582 -3.061 0.039
C -3.817 0.714 3.044
C -4.853 3.378 1.658
C 2.146 -4.853 0.788
C -2.947 3.110 0.135
C 2.480 0.947 -5.499
C 1.768 2.291 -5.169
C -2.703 2.816 3.963
C 1.128 -3.817 1.249
C -0.001 -4.620 1.921
C -0.995 -1.275 -3.753
C -0.154 -2.047 3.589
C -2.796 1.292 4.024
C -1.533 3.290 4.817
C -0.763 -1.838 -5.139
C 4.594 -0.382 -5.055
C 0.992 -1.666 2.622
C -3.555 1.217 1.625
C -3.958 3.446 4.595
C 0.427 -0.946 1.399
C -3.451 2.740 1.523
C 3.650 0.706 -4.562
B 0.635 2.047 -4.135
B -0.614 0.228 -3.475
B 0.605 1.481 -1.977
H 1.419 1.293 -1.135
H 2.951 -4.410 0.205
H 7.471 -0.958 -4.481
H 1.242 -0.449 0.864
H 4.028 -1.221 -5.443
H 2.336 -1.202 4.262
H -2.624 0.768 1.264
H 5.861 0.093 -3.424
H 2.494 2.938 -4.693
H -3.657 2.768 -0.617
H -0.562 -1.308 -0.471
H -3.967 3.251 5.667
H -3.961 4.527 4.453
H -2.830 4.188 0.023
H -5.522 2.814 2.307
H -2.012 -1.466 -3.436
H 3.248 0.363 -3.612
H -0.593 2.826 4.525
H -3.755 -0.377 3.058
H 2.767 0.902 -6.539
H 0.345 -5.068 2.853
H -0.322 -5.426 1.263
H -1.242 -2.220 0.854
H -4.892 3.049 4.208
H 1.434 2.806 -6.060
H -4.345 0.871 0.955
H -3.045 0.988 5.043
H -0.374 -1.874 -3.100
H 5.187 0.006 -5.875
H -1.091 -2.265 3.079
H 1.304 0.136 3.744
H -0.891 -4.033 2.135
H -1.718 3.030 5.859
H -1.994 2.634 -0.089
H -1.815 0.860 3.801
H 4.215 1.612 -4.400
H -4.786 4.398 2.036
H -5.344 3.429 0.688
H -1.415 4.372 4.753
H 0.020 -3.751 -0.595
H 1.754 0.153 -5.354
H 2.587 -5.374 1.638
H 6.934 -2.255 -3.739
H -0.365 -1.226 4.273
H 4.981 -1.384 -3.214
H 2.698 -0.312 2.778
H 0.116 -2.910 4.198
H 1.417 -2.695 -0.567
H -4.833 0.963 3.361
H 1.651 -5.590 0.157
H -0.248 -0.154 1.733
*
```

* HOMO level (spin up / spin down): -0.3091 / -0.3442 Ha
* orbital gap (spin up / spin down): 8.63 / 9.57 eV
* E_tot: -53641.1322 eV
* lowest unoccupied orbital energy (spin up / spin down): 0.0081 / 0.0074 Ha
* F_max: 2.3 eV Å⁻¹
* energy above the lowest of the compared OMol25 structures with the same formula, charge and spin: 0.00 kJ/mol

No. 2
This record from the OMol25 dataset describes a molecular structure, C28H33AsBaF6N5O7P3S. The level of theory is ωB97M-V with the def2-TZVPD basis set.

Structure (ORCA input):
```
! wB97M-V def2-TZVPD RIJCOSX def2/J DEFGRID3
* xyz 1 2
Ba 1.057 -0.552 0.494
As 0.284 -3.648 -0.358
S -1.561 0.266 -1.324
P 3.732 -1.470 0.407
P 0.147 -1.038 4.020
P 2.872 0.696 -1.552
F -1.258 -0.268 4.302
F -0.669 -2.266 3.399
F 0.120 -0.345 2.464
F 0.167 -1.691 5.453
F 0.954 0.240 4.501
F 1.546 -1.762 3.561
O 3.263 -0.561 1.664
O 3.613 1.942 -2.250
O -0.382 -2.261 0.359
O 4.832 -2.400 0.697
O 2.397 -0.280 -2.583
O 1.899 1.204 -0.523
O 2.492 -1.994 -0.290
N 4.900 -1.061 -1.939
N -3.250 -1.608 -0.334
N -2.661 0.184 0.967
N 0.263 3.052 1.224
N -1.769 1.285 0.896
C 1.657 -4.455 1.960
C -3.101 -6.843 0.212
C -3.090 -5.681 0.977
C 3.654 -5.801 2.036
C -0.860 3.244 1.925
C 2.640 -5.309 -0.096
C 4.356 -0.164 -0.771
C -2.114 -7.056 -0.747
C -0.664 -3.016 -4.320
C -3.021 2.097 2.821
C -2.092 -4.724 0.778
C -0.700 -3.227 -2.948
C -1.904 2.153 1.824
C -1.112 -4.936 -0.195
C 1.668 -4.557 0.568
C -1.087 4.329 2.742
C 1.694 -3.491 -2.908
C 0.557 -3.048 -4.986
C 0.481 -3.458 -2.239
C 1.079 5.121 2.159
C 2.663 -5.077 2.691
C 3.633 -5.931 0.649
C -1.118 -6.109 -0.946
C 5.433 0.750 -0.181
C 1.729 -3.294 -4.282
C -2.583 -0.507 -0.123
C -0.090 5.292 2.859
C 1.209 3.993 1.356
H -3.584 -2.155 0.443
H 2.678 -3.318 -4.806
H 3.486 -1.020 2.505
H 5.858 1.396 -0.950
H 2.120 3.826 0.790
H -2.050 -3.832 1.389
H -0.352 -6.289 -1.689
H 2.629 -5.419 -1.170
H 6.224 0.169 0.297
H -3.853 -5.526 1.736
H -1.644 -3.248 -2.435
H 0.885 -3.898 2.472
H -2.121 -7.967 -1.338
H 2.670 -4.993 3.776
H -3.114 -2.106 -1.193
H -3.874 -7.591 0.370
H -3.314 3.099 3.125
H 4.982 1.393 0.574
H -3.081 -0.153 1.812
H -2.016 4.450 3.289
H -2.689 1.558 3.709
H 5.223 -1.961 -1.577
H 4.444 -6.276 2.611
H 1.888 5.843 2.233
H -0.240 6.157 3.494
H -1.582 -2.840 -4.871
H 3.002 2.638 -2.552
H 4.400 -6.512 0.147
H 0.594 -2.887 -6.058
H 4.124 -1.186 -2.580
H -3.911 1.610 2.422
H 2.608 -3.662 -2.358
H 5.662 -0.594 -2.424
*
```

* HOMO level (spin up / spin down): -0.4168 / -0.4167 Ha
* orbital gap (spin up / spin down): 8.56 / 6.10 eV
* E_tot: -167898.2807 eV
* lowest unoccupied orbital energy (spin up / spin down): -0.1021 / -0.1927 Ha
* F_max: 5.3 eV Å⁻¹
* energy above the lowest of the compared OMol25 structures with the same formula, charge and spin: 496.63 kJ/mol

No. 3
This record from the OMol25 dataset describes a molecular structure, C22H17Cl5N4O8OsS. The level of theory is ωB97M-V with the def2-TZVPD basis set.

Structure (ORCA input):
```
! wB97M-V def2-TZVPD RIJCOSX def2/J DEFGRID3
* xyz 2 5
Os 0.222 -0.192 -0.071
Cl 2.202 0.844 -2.276
Cl 4.080 -0.984 -4.031
Cl 3.736 -4.076 -3.876
Cl 1.696 -5.341 -1.902
Cl 0.086 -3.483 0.040
S 2.292 3.415 0.648
O -1.472 -6.050 -4.762
O -2.767 -5.732 -3.072
O 1.811 0.420 0.822
O -0.925 1.397 1.105
O -0.915 1.601 -1.074
O 1.227 -0.681 1.446
O -1.494 -0.885 -0.644
O -3.292 -0.338 -1.804
N 1.228 2.726 2.913
N -3.534 2.352 -1.114
N -1.966 -5.367 -3.901
N 3.516 3.135 2.991
C 1.893 -3.648 -1.968
C -2.235 -0.927 -1.755
C 2.186 -0.883 -2.122
C 1.261 -1.431 -1.235
C -0.151 1.828 4.640
C 1.129 3.368 6.568
C -0.623 -3.489 -4.762
C 0.097 2.510 6.928
C -0.762 -1.326 -3.724
C -1.565 -3.942 -3.860
C 1.541 3.457 5.250
C -0.231 -2.159 -4.697
C -2.140 -3.132 -2.901
C -2.743 2.601 0.127
C 2.375 3.061 2.325
C 1.142 -2.818 -1.142
C 2.814 -3.076 -2.860
C -1.438 1.838 0.040
C -1.713 -1.814 -2.833
C -0.545 1.744 5.962
C 2.975 -1.681 -2.931
C 0.902 2.672 4.291
H -0.635 1.231 3.878
H -1.352 1.082 6.242
H -4.510 2.635 -0.998
H -2.545 3.668 0.228
H -0.219 -4.170 -5.499
H 1.611 3.979 7.317
H 3.603 2.782 3.934
H 2.310 4.167 4.979
H 0.501 2.414 2.268
H -0.452 -0.289 -3.676
H -3.148 2.860 -1.913
H -0.213 2.445 7.962
H 0.490 -1.775 -5.406
H -2.877 -3.540 -2.224
H -3.310 2.259 0.990
H -3.506 1.324 -1.366
H 4.353 3.411 2.502
*
```

* HOMO level (spin up / spin down): -0.5185 / -0.5192 Ha
* orbital gap (spin up / spin down): 7.64 / 4.90 eV
* E_tot: -121323.0990 eV
* lowest unoccupied orbital energy (spin up / spin down): -0.2377 / -0.3390 Ha
* F_max: 0.5 eV Å⁻¹
* energy above the lowest of the compared OMol25 structures with the same formula, charge and spin: 37.90 kJ/mol

No. 4
This record from the OMol25 dataset describes a gas-phase ion, C3H8N3 (charge +1). The level of theory is ωB97M-V with the def2-TZVPD basis set.

Structure (ORCA input):
```
! wB97M-V def2-TZVPD RIJCOSX def2/J DEFGRID3
* xyz 1 1
N -0.775 -1.062 -0.124
N 1.544 2.722 -1.173
N 0.445 0.800 -0.523
C -0.006 -0.112 0.326
C -1.341 -2.146 0.611
C 1.324 1.888 -0.233
H -2.242 -2.628 0.306
H 1.773 1.937 0.743
H -1.416 -1.707 1.690
H 0.010 0.944 -1.493
H 2.328 3.386 -1.043
H -0.723 -2.957 0.570
H 0.050 -0.150 1.406
H -0.971 -0.915 -1.062
*
```

* HOMO level: -0.5366 Ha
* orbital gap: 10.26 eV
* E_tot: -7703.2979 eV
* structure (SMILES): [H]/N=C/N/C=[NH+]/C
* lowest unoccupied orbital energy: -0.1594 Ha
* F_max: 4.1 eV Å⁻¹
* energy above the lowest of the compared OMol25 structures with the same formula, charge and spin: 191.09 kJ/mol

No. 5
This record from the OMol25 dataset describes 2 unconnected molecules or ions with the total composition C5H8O2. The level of theory is ωB97M-V with the def2-TZVPD basis set.

Structure (ORCA input):
```
! wB97M-V def2-TZVPD RIJCOSX def2/J DEFGRID3
* xyz 0 1
O 0.615 1.154 0.970
O 1.273 0.913 -2.328
C 1.294 0.319 0.096
C 1.292 0.635 -1.188
C -2.419 0.352 0.283
C -1.845 -0.177 -0.796
C 2.023 -0.870 0.645
H 2.610 -1.376 -0.129
H 1.323 -1.598 1.074
H -1.653 -1.245 -0.875
H -1.552 0.431 -1.649
H -2.726 -0.263 1.126
H -0.313 0.860 0.979
H -2.629 1.417 0.352
H 2.707 -0.552 1.440
*
```

* HOMO level: -0.3111 Ha
* orbital gap: 9.34 eV
* E_tot: -9407.2512 eV
* structure (SMILES): CC(O)=C=O.C=C
* lowest unoccupied orbital energy: 0.0321 Ha
* F_max: 0.9 eV Å⁻¹
* energy above the lowest of the compared OMol25 structures with the same formula, charge and spin: 249.03 kJ/mol

No. 6
This record from the OMol25 dataset describes C26H37N3O4 in the gas phase. The level of theory is ωB97M-V with the def2-TZVPD basis set.

Structure (ORCA input):
```
! wB97M-V def2-TZVPD RIJCOSX def2/J DEFGRID3
* xyz 0 1
O -0.309 -2.818 0.689
O 0.869 3.470 1.711
O -2.289 0.777 -0.898
O 1.304 0.271 0.426
N -1.254 -1.743 -1.054
N -0.026 2.851 -0.257
N -1.451 0.270 1.163
C -1.720 1.105 0.140
C 0.564 -1.175 -2.584
C 1.009 3.230 0.521
C -1.935 -1.707 2.603
C -0.402 0.608 2.111
C -1.349 2.592 0.256
C 2.671 -0.070 0.342
C 3.887 3.056 -1.958
C 2.323 3.397 -0.164
C -1.984 -1.127 1.179
C 4.555 4.305 -0.024
C -0.382 -2.275 -2.079
C -2.570 -3.096 2.687
C 0.934 -0.052 1.758
C -1.087 -1.991 0.249
C 2.630 2.865 -1.413
C 3.302 4.112 0.525
C -3.465 -1.129 0.753
C -4.015 -3.085 2.213
C -0.889 -1.667 -4.413
C -4.064 -2.531 0.797
C -1.209 -2.690 -3.312
C 2.102 0.451 2.625
C 3.303 0.384 1.668
C -0.246 -0.490 -3.680
C 4.849 3.777 -1.271
H -2.268 -2.670 -3.058
H 0.368 0.123 -4.340
H -2.076 3.118 -0.375
H -1.988 -3.785 2.075
H -4.426 -4.095 2.242
H -0.241 1.682 2.122
H 3.092 0.428 -0.532
H 2.767 -1.159 0.224
H -3.597 -0.722 -0.245
H 4.061 -0.322 2.001
H 5.302 4.863 0.519
H -0.690 0.310 3.119
H 1.911 2.278 -1.966
H -1.804 -0.931 -1.317
H 5.828 3.923 -1.705
H -1.777 -1.373 -4.970
H 0.852 -0.506 -1.775
H -1.414 2.985 1.271
H 0.134 2.577 -1.212
H -0.173 -2.090 -5.120
H 1.914 1.478 2.934
H -0.903 -1.810 2.934
H 3.764 1.364 1.554
H 4.119 2.636 -2.927
H 0.864 -1.146 1.837
H 2.235 -0.167 3.510
H -1.016 0.143 -3.235
H 1.463 -1.626 -3.007
H -2.465 -1.030 3.278
H -4.008 -0.480 1.446
H -3.503 -3.188 0.130
H 0.158 -3.110 -1.628
H -5.096 -2.488 0.441
H -4.618 -2.456 2.873
H 3.052 4.509 1.497
H -2.514 -3.439 3.723
H -0.961 -3.702 -3.629
*
```

* HOMO level: -0.3307 Ha
* orbital gap: 9.56 eV
* E_tot: -40225.1708 eV
* structure (SMILES): O=C(NCC(=O)N(C[C@@H]1CCCO1)C1(C(=O)NC2CCCC2)CCCCC1)c1ccccc1
* lowest unoccupied orbital energy: 0.0208 Ha
* F_max: 0.6 eV Å⁻¹
* energy above the lowest of the compared OMol25 structures with the same formula, charge and spin: 58.07 kJ/mol

No. 7
This record from the OMol25 dataset describes a molecular structure, C15H29IIrNO2P2. The level of theory is ωB97M-V with the def2-TZVPD basis set.

Structure (ORCA input):
```
! wB97M-V def2-TZVPD RIJCOSX def2/J DEFGRID3
* xyz 3 6
Ir 0.676 -1.027 -0.530
I -0.130 1.042 -2.115
P -0.182 -2.594 -2.036
P 1.815 0.426 0.900
O 0.369 -3.058 1.688
O 3.216 -1.691 -1.435
N -1.868 2.109 2.037
C -4.109 2.368 1.669
C 0.894 -4.063 -2.150
C -3.017 0.058 1.195
C -3.603 3.593 2.140
C -1.795 -3.163 -1.418
C -0.516 -2.148 -3.770
C 2.283 2.097 0.347
C 3.384 -0.303 1.470
C -2.197 3.384 2.364
C 2.708 0.021 -3.031
C 0.831 0.729 2.388
C -1.231 4.365 2.887
C 0.512 -2.275 0.832
C 2.423 -0.855 -1.849
C -2.988 1.463 1.623
H -4.123 4.530 2.316
H -2.299 -0.553 1.760
H -0.267 4.290 2.372
H 1.387 2.655 0.054
H 1.425 1.313 3.105
H 0.437 -1.939 -4.270
H -1.627 5.375 2.745
H 4.168 -0.056 0.745
H -2.759 -0.036 0.131
H 0.556 -0.227 2.849
H 1.568 -3.924 -3.003
H 1.485 -4.160 -1.230
H 2.982 2.044 -0.495
H -1.683 -3.514 -0.384
H -4.018 -0.360 1.332
H 3.291 -1.393 1.536
H -2.493 -2.314 -1.453
H 2.782 2.601 1.186
H -1.017 -2.999 -4.259
H 3.638 0.111 2.454
H -1.070 4.205 3.964
H -0.088 1.286 2.124
H 2.753 1.078 -2.728
H -2.154 -3.979 -2.058
H 0.284 -4.963 -2.301
H -1.161 -1.260 -3.807
H -5.114 2.091 1.363
H 1.950 -0.114 -3.816
H 3.693 -0.267 -3.437
*
```

* HOMO level (spin up / spin down): -0.6415 / -0.6941 Ha
* orbital gap (spin up / spin down): 8.63 / 5.79 eV
* E_tot: -51097.8841 eV
* lowest unoccupied orbital energy (spin up / spin down): -0.3242 / -0.4815 Ha
* F_max: 5.1 eV Å⁻¹
* energy above the lowest of the compared OMol25 structures with the same formula, charge and spin: 0.00 kJ/mol

No. 8
This record from the OMol25 dataset describes a molecular structure, C10H11NOsS. The level of theory is ωB97M-V with the def2-TZVPD basis set.

Structure (ORCA input):
```
! wB97M-V def2-TZVPD RIJCOSX def2/J DEFGRID3
* xyz 2 5
Os 0.096 -1.101 -0.180
S 2.299 1.528 0.993
N -1.272 -0.397 1.006
C 2.695 1.704 -0.666
C -2.270 -0.966 1.739
C -1.058 -0.361 3.752
C 0.694 0.541 -0.773
C 0.851 0.556 0.638
C -0.190 -0.152 -4.314
C 1.693 1.225 -1.513
C -0.079 0.261 3.001
C -0.123 0.114 1.581
C -2.129 -1.018 3.127
H 0.153 0.712 -4.846
H -0.449 0.180 -3.298
H 1.638 1.294 -2.598
H -3.112 -1.371 1.168
H 0.546 -2.390 -0.830
H 0.631 -0.877 -4.265
H -1.025 -0.333 4.850
H -2.878 -1.574 3.696
H -1.062 -0.648 -4.755
H 3.619 2.207 -0.938
H 0.731 0.864 3.423
*
```

* HOMO level (spin up / spin down): -0.6106 / -0.6407 Ha
* orbital gap (spin up / spin down): 6.64 / 5.75 eV
* E_tot: -25315.2577 eV
* lowest unoccupied orbital energy (spin up / spin down): -0.3667 / -0.4294 Ha
* F_max: 6.2 eV Å⁻¹
* energy above the lowest of the compared OMol25 structures with the same formula, charge and spin: 219.27 kJ/mol

No. 9
This record from the OMol25 dataset describes 2 unconnected molecules or ions with the total composition C2H4O2PS. The level of theory is ωB97M-V with the def2-TZVPD basis set.

Structure (ORCA input):
```
! wB97M-V def2-TZVPD RIJCOSX def2/J DEFGRID3
* xyz -1 1
S -1.187 -1.333 -0.183
P -1.578 0.999 0.053
O -1.845 1.322 -1.656
O -2.956 1.121 0.635
C 1.849 -0.368 0.321
C 2.895 -0.524 0.804
H 1.252 -0.016 -0.428
H -1.101 1.177 -2.082
H -0.989 -1.656 0.925
H 3.660 -0.722 1.611
*
```

* HOMO level: -0.1281 Ha
* orbital gap: 7.12 eV
* E_tot: -26357.1687 eV
* lowest unoccupied orbital energy: 0.1336 Ha
* F_max: 7.7 eV Å⁻¹
* energy above the lowest of the compared OMol25 structures with the same formula, charge and spin: 350.52 kJ/mol